14
Properties=species:S:1:pos:R:3:forces:R:3 method="wB97M-V/def2-TZVPD" total_charge=0 de_lowest_kcal_mol=37.8 spin_multiplicity=1 lumo_energy_ha=0.03962 homo_ev=-8.37 e_tot_ev=-7256.2341
C 1.349 1.599 -0.670 -1.361 0.915 1.027
C 0.717 0.473 -1.485 0.225 1.267 -0.917
C 0.051 -0.497 -0.887 -0.116 0.258 1.931
C -1.312 -1.228 1.133 1.440 -0.169 -1.783
H 1.860 2.463 -1.232 -1.121 -1.407 0.767
H 0.465 1.998 0.097 2.379 -0.560 -1.989
H 2.107 1.131 -0.022 -0.043 0.421 -0.081
H 0.655 0.460 -2.608 0.474 0.200 1.347
H -0.374 -1.201 -1.537 -0.904 -1.275 -0.243
H 0.517 0.019 1.089 -1.823 -1.453 -0.510
H -1.972 -1.917 0.544 1.125 0.828 -0.475
H -2.386 -1.590 2.701 0.853 0.554 -0.772
N -0.112 -0.645 0.544 -0.464 0.204 -0.770
N -1.566 -1.063 2.334 -0.664 0.217 2.467